{"formula": "C32H96N4O14", "method": "ωB97M-V/def2-TZVPD", "de_lowest_kj_mol": 204.8, "total_energy_ha": -2548.9469, "total_charge": 0, "orbital_gap_ev": 9.20, "elements": ["C", "C", "O", "H", "H", "H", "H", "H", "H", "C", "C", "O", "H", "H", "H", "H", "H", "H", "C", "C", "O", "H", "H", "H", "H", "H", "H", "C", "C", "O", "H", "H", "H", "H", "H", "H", "C", "C", "O", "H", "H", "H", "H", "H", "H", "C", "C", "O", "H", "H", "H", "H", "H", "H", "C", "O", "H", "H", "H", "H", "C", "O", "H", "H", "H", "H", "C", "O", "H", "H", "H", "H", "C", "O", "H", "H", "H", "H", "C", "C", "C", "O", "C", "N", "H", "H", "H", "H", "H", "H", "H", "H", "H", "H", "H", "C", "C", "C", "O", "C", "N", "H", "H", "H", "H", "H", "H", "H", "H", "H", "H", "H", "C", "C", "C", "O", "C", "N", "H", "H", "H", "H", "H", "H", "H", "H", "H", "H", "H", "C", "C", "C", "O", "C", "N", "H", "H", "H", "H", "H", "H", "H", "H", "H", "H", "H"], "coordinates": [[12.5491, 16.6117, 16.5805], [12.5506, 16.6896, 18.1015], [13.7356, 16.0691, 18.5409], [12.6901, 15.5769, 16.2683], [13.4301, 17.1740, 16.2713], [11.6224, 17.0267, 16.1841], [11.6776, 16.1997, 18.5328], [12.5371, 17.7187, 18.4604], [13.9708, 16.4215, 19.4023], [10.8962, 13.6070, 8.5248], [11.3330, 15.0280, 8.2549], [12.3946, 15.3882, 9.1437], [10.4137, 13.5374, 9.4997], [11.7238, 12.8978, 8.5388], [10.2637, 13.2135, 7.7291], [10.5148, 15.7478, 8.2755], [11.7355, 15.0247, 7.2420], [12.0274, 15.5878, 10.0079], [21.3654, 10.6729, 10.8289], [20.5364, 11.8232, 11.3438], [19.3178, 11.3458, 11.9243], [20.6880, 10.0631, 10.2312], [21.5959, 10.0838, 11.7166], [22.1621, 11.0948, 10.2162], [20.2561, 12.4859, 10.5251], [21.1589, 12.3989, 12.0287], [18.8592, 12.0978, 12.3060], [15.3425, 19.1008, 8.0938], [14.6048, 17.8827, 8.6726], [14.1892, 17.0301, 7.6006], [14.7220, 19.7597, 7.4865], [16.2686, 18.8242, 7.5899], [15.7947, 19.6862, 8.8945], [13.7200, 18.2669, 9.1802], [15.0578, 17.2850, 9.4636], [13.6296, 16.4056, 8.0680], [17.0197, 18.0386, 11.6090], [17.9136, 19.1823, 11.8937], [18.9306, 18.6460, 12.7060], [16.0587, 18.2866, 11.1583], [16.6778, 17.5134, 12.5008], [17.5131, 17.2510, 11.0396], [17.3928, 19.9735, 12.4331], [18.3858, 19.6219, 11.0152], [19.4155, 19.3692, 13.1102], [11.5736, 17.7535, 11.7155], [11.1353, 16.5574, 12.6441], [11.1217, 15.3932, 11.7950], [12.5899, 17.6310, 11.3411], [11.5376, 18.6994, 12.2560], [10.9603, 17.9038, 10.8270], [10.1351, 16.6426, 13.0689], [11.8153, 16.4515, 13.4894], [10.3700, 14.8366, 12.0111], [14.0781, 8.0774, 12.5972], [12.8875, 7.7096, 13.2595], [14.0527, 9.1420, 12.3646], [14.8588, 7.8841, 13.3328], [14.2411, 7.4524, 11.7191], [12.7432, 8.5029, 13.7806], [16.3135, 12.2781, 7.7328], [16.5733, 13.1890, 8.7140], [17.2326, 11.7303, 7.5248], [15.6308, 11.5824, 8.2207], [15.9156, 12.7907, 6.8570], [17.2662, 13.7352, 8.3356], [11.4722, 10.4986, 10.5368], [12.8359, 10.3970, 10.2234], [10.8941, 10.4887, 9.6128], [11.0804, 9.6980, 11.1642], [11.2320, 11.4038, 11.0945], [13.2417, 11.2664, 10.2551], [17.3208, 9.9346, 14.0740], [18.1420, 9.1482, 13.2874], [16.2858, 9.5997, 14.0065], [17.5601, 9.8958, 15.1367], [17.2978, 10.9895, 13.8006], [18.6458, 9.7548, 12.7399], [12.0334, 11.8215, 14.1239], [11.7610, 10.6358, 15.1046], [10.5320, 9.8046, 14.7864], [9.3768, 10.7001, 14.5947], [8.1383, 10.0135, 14.4596], [13.0158, 9.8665, 15.1932], [12.2470, 11.4727, 13.1136], [12.9203, 12.3997, 14.3832], [11.1728, 12.4809, 14.0109], [11.5893, 11.1593, 16.0451], [10.3976, 9.1325, 15.6339], [10.6845, 9.2008, 13.8918], [7.3874, 10.6900, 14.8677], [8.0003, 9.1629, 15.1271], [7.9369, 9.8258, 13.4049], [12.8347, 9.2591, 15.9796], [13.7367, 10.5189, 15.4668], [15.0783, 12.2646, 12.2750], [14.4008, 13.4400, 11.5344], [15.2745, 14.7213, 11.5901], [15.6032, 15.2712, 12.8836], [14.5715, 15.7581, 13.6826], [14.0815, 13.0166, 10.2139], [16.1496, 12.2398, 12.0757], [14.6514, 11.2905, 12.0364], [15.0485, 12.4222, 13.3532], [13.4791, 13.5695, 12.1016], [14.8757, 15.4988, 10.9386], [16.2218, 14.4545, 11.1216], [14.1278, 16.6348, 13.2106], [14.9983, 16.0269, 14.6489], [13.8152, 14.9816, 13.7974], [14.9705, 12.9736, 9.7366], [13.6951, 13.7575, 9.6465], [14.3743, 21.7001, 18.1903], [14.5836, 20.2143, 18.5981], [15.5935, 19.5546, 17.7034], [15.0039, 19.4176, 16.4262], [15.8444, 18.7094, 15.4778], [15.0277, 20.1717, 19.9425], [14.1692, 21.8734, 17.1339], [15.2052, 22.3572, 18.4469], [13.5669, 22.1784, 18.7448], [13.6250, 19.7107, 18.4728], [15.8798, 18.5817, 18.1029], [16.5692, 20.0397, 17.6757], [16.1639, 17.7261, 15.8228], [16.6908, 19.3477, 15.2242], [15.3656, 18.5334, 14.5145], [14.4013, 20.6543, 20.5709], [14.9855, 19.1983, 20.2087], [19.5281, 12.9919, 15.2139], [18.3729, 13.9721, 14.8586], [18.7177, 15.4000, 15.3090], [18.9674, 15.5345, 16.7121], [17.8258, 15.4751, 17.5626], [18.1741, 13.9296, 13.4364], [19.8032, 13.0176, 16.2683], [20.4327, 13.2891, 14.6833], [19.2931, 11.9879, 14.8605], [17.4439, 13.6633, 15.3379], [17.9458, 16.1030, 14.9959], [19.5657, 15.7410, 14.7152], [18.0782, 15.4237, 18.6217], [17.1920, 14.6241, 17.3133], [17.2319, 16.3840, 17.4668], [17.3904, 14.5165, 13.1888], [18.9250, 14.4076, 12.9592]], "mulliken_charge": [-0.39, -0.34, -0.53, 0.14, -0.03, 0.37, 0.41, 0.15, 0.30, -0.94, -0.45, 0.15, 0.14, 0.16, 0.50, 0.39, 0.32, -0.22, -1.33, -0.11, -0.46, 0.29, 0.33, 0.39, 0.27, 0.30, 0.07, -1.39, 0.85, -0.62, 0.35, 0.36, 0.34, 0.01, -0.34, 0.37, -0.30, -0.57, -0.52, 0.16, -0.16, 0.39, 0.33, 0.35, 0.29, -1.10, 0.49, -0.43, 0.04, 0.46, 0.33, 0.49, -0.40, 0.19, 0.28, -0.62, -0.52, 0.28, 0.33, 0.30, -0.74, -0.51, 0.32, 0.22, 0.24, 0.28, -0.60, -0.57, 0.35, 0.33, 0.11, 0.35, 0.69, -0.59, -0.41, 0.32, -0.42, 0.52, -0.98, 0.16, -0.63, -0.30, -0.82, -0.56, -0.09, 0.15, 0.55, 0.39, 0.41, 0.38, 0.27, 0.33, 0.27, 0.23, 0.26, -1.23, 1.00, -0.78, 0.02, -0.27, 0.44, 0.26, -0.06, 0.44, -0.17, -0.20, 0.26, 0.23, -0.06, -0.01, -0.06, -0.16, -1.58, 1.00, -0.26, -0.45, -0.41, -0.70, 0.32, 0.41, 0.39, -0.26, -0.06, 0.39, -0.10, 0.56, 0.17, 0.28, 0.24, -1.57, 0.40, -0.50, -0.46, -0.30, 0.97, 0.38, 0.32, 0.26, 0.34, 0.10, 0.41, 0.37, 0.27, -0.12, -0.71, 0.36]}

---

{"formula": "C32H96O16", "method": "ωB97M-V/def2-TZVPD", "de_lowest_kj_mol": 98.8, "multiplicity": 2, "total_energy_ha": -2480.1363, "total_charge": 1, "orbital_gap_ev": [9.03, 2.71], "elements": ["C", "C", "O", "H", "H", "H", "H", "H", "H", "C", "C", "O", "H", "H", "H", "H", "H", "H", "C", "C", "O", "H", "H", "H", "H", "H", "H", "C", "C", "O", "H", "H", "H", "H", "H", "H", "C", "C", "O", "H", "H", "H", "H", "H", "H", "C", "C", "O", "H", "H", "H", "H", "H", "H", "C", "C", "O", "H", "H", "H", "H", "H", "H", "C", "C", "O", "H", "H", "H", "H", "H", "H", "C", "C", "O", "H", "H", "H", "H", "H", "H", "C", "C", "O", "H", "H", "H", "H", "H", "H", "C", "C", "O", "H", "H", "H", "H", "H", "H", "C", "C", "O", "H", "H", "H", "H", "H", "H", "C", "C", "O", "H", "H", "H", "H", "H", "H", "C", "C", "O", "H", "H", "H", "H", "H", "H", "C", "C", "O", "H", "H", "H", "H", "H", "H", "C", "C", "O", "H", "H", "H", "H", "H", "H"], "coordinates": [[-3.4186, -6.3760, -21.2683], [-3.5388, -7.1073, -19.8937], [-4.2240, -6.3185, -18.9215], [-3.0644, -7.0846, -22.0170], [-2.8330, -5.4567, -21.2617], [-4.4423, -6.1430, -21.5612], [-2.4959, -7.2271, -19.6001], [-4.0068, -8.0744, -20.0776], [-5.0922, -6.1089, -19.2733], [5.7855, -10.2531, -21.1682], [4.4761, -9.7940, -21.9060], [3.7342, -10.8884, -22.3470], [5.5276, -10.6191, -20.1744], [6.4360, -9.3937, -21.0063], [6.3039, -11.0569, -21.6910], [4.6190, -9.0825, -22.7192], [3.8409, -9.2164, -21.2344], [2.9204, -10.6238, -22.7822], [0.2473, -5.1099, -15.2570], [0.5687, -5.9810, -14.0882], [-0.2307, -7.1519, -14.1050], [0.4391, -5.5199, -16.2486], [0.7478, -4.1423, -15.2953], [-0.8062, -4.8327, -15.2215], [0.4086, -5.3805, -13.1928], [1.6440, -6.1541, -14.0452], [-1.0116, -6.9825, -13.5730], [-3.0026, -11.2441, -19.1432], [-1.5147, -11.2543, -18.8688], [-1.0172, -12.5470, -19.2629], [-3.2582, -10.2092, -18.9157], [-3.4732, -11.9088, -18.4187], [-3.3640, -11.3743, -20.1633], [-1.2500, -11.1071, -17.8217], [-1.0523, -10.4380, -19.4236], [-0.1687, -12.7336, -18.8544], [2.7424, -11.2838, -19.2342], [2.3767, -12.0917, -17.9965], [1.6206, -13.2207, -18.4296], [3.4562, -11.8044, -19.8725], [3.0173, -10.2645, -18.9627], [1.8778, -11.1299, -19.8799], [1.8197, -11.4292, -17.3339], [3.3132, -12.3102, -17.4833], [2.0009, -14.0355, -18.0932], [-2.5055, -9.3051, -15.5132], [-2.7511, -7.9251, -16.0884], [-4.0051, -7.8977, -16.6647], [-3.2428, -9.6711, -14.7987], [-1.5592, -9.1295, -15.0016], [-2.3727, -10.0775, -16.2707], [-1.9588, -7.5693, -16.7471], [-2.8263, -7.1861, -15.2906], [-3.9527, -7.3031, -17.4166], [4.1498, -4.6363, -24.8228], [3.3424, -5.7354, -24.0829], [3.2192, -5.4368, -22.7082], [5.1364, -4.3329, -24.4724], [3.5127, -3.7535, -24.7699], [4.2037, -4.9690, -25.8594], [3.8131, -6.7183, -24.1068], [2.3679, -5.9257, -24.5326], [2.4772, -4.8393, -22.5898], [-0.3405, -5.6107, -23.4427], [-0.3158, -4.7699, -22.1512], [0.8514, -4.0409, -22.1427], [-0.1575, -4.9410, -24.2831], [-1.2921, -6.1198, -23.5954], [0.4502, -6.3602, -23.4750], [-0.4180, -5.3892, -21.2601], [-1.1282, -4.0452, -22.0980], [1.0174, -3.6799, -21.2688], [0.7679, -7.1831, -18.7439], [2.0261, -6.7445, -19.4609], [2.9927, -7.7550, -19.3098], [-0.1153, -6.5484, -18.8171], [0.8393, -7.3620, -17.6711], [0.5235, -8.1772, -19.1183], [2.4135, -5.8082, -19.0592], [1.7725, -6.6051, -20.5118], [3.7893, -7.5150, -19.7889], [3.1041, -2.9662, -19.3368], [1.8203, -2.9923, -18.6196], [0.8780, -2.8775, -19.6312], [3.9236, -3.0687, -18.6255], [3.3060, -1.9855, -19.7676], [3.1822, -3.7275, -20.1130], [1.7499, -2.2124, -17.8613], [1.7526, -3.9748, -18.1524], [0.0403, -2.5457, -19.3002], [7.2221, -5.3789, -21.8599], [6.1633, -5.6066, -20.7647], [5.2266, -6.6249, -21.0751], [6.7485, -5.4173, -22.8409], [8.0024, -6.1389, -21.9012], [7.7496, -4.4280, -21.7849], [5.7312, -4.6127, -20.6488], [6.6981, -5.8807, -19.8553], [4.7143, -6.3116, -21.8242], [6.7288, -8.6369, -18.4133], [5.8613, -9.4958, -17.4562], [6.7114, -9.8367, -16.3598], [6.0730, -8.0956, -19.0952], [7.4633, -9.2135, -18.9755], [7.2482, -7.8892, -17.8138], [5.6335, -10.4646, -17.9007], [4.9353, -9.0036, -17.1589], [6.8771, -9.0254, -15.8740], [0.5363, -8.9739, -21.8069], [0.7498, -9.3125, -23.3184], [1.3011, -10.6358, -23.4103], [1.4593, -9.3080, -21.3331], [-0.2714, -9.5691, -21.3808], [0.3826, -7.9296, -21.5349], [1.4833, -8.6724, -23.8088], [-0.1715, -9.1965, -23.8893], [0.7232, -11.3276, -23.0802], [3.4239, -10.4058, -14.4931], [2.4423, -9.2890, -14.8692], [1.1174, -9.6390, -14.6550], [3.0257, -11.3439, -14.8797], [3.4026, -10.5456, -13.4123], [4.4167, -10.1133, -14.8349], [2.5565, -9.0546, -15.9275], [2.7434, -8.3758, -14.3559], [0.5751, -8.8541, -14.7622], [-2.1307, -3.7671, -17.5123], [-2.5953, -2.6973, -18.4903], [-1.5259, -1.8284, -18.6679], [-1.6666, -3.3028, -16.6421], [-1.4574, -4.4685, -18.0050], [-2.9519, -4.4137, -17.2029], [-3.5429, -2.2677, -18.1653], [-2.7726, -3.1219, -19.4784], [-1.8787, -1.1647, -19.2651], [4.7733, -5.5341, -17.0793], [3.7596, -5.0737, -16.0037], [4.2804, -5.1437, -14.7535], [5.1173, -6.5562, -16.9208], [5.7053, -4.9692, -17.0590], [4.4472, -5.5145, -18.1192], [2.8929, -5.7347, -16.0050], [3.3958, -4.0778, -16.2565], [4.0217, -4.3530, -14.2743]], "lowdin_spin": [0.00, 0.00, 0.00, 0.00, 0.00, 0.00, 0.00, 0.00, 0.00, 0.01, 0.16, 0.62, 0.01, 0.00, 0.00, 0.06, 0.08, 0.01, 0.00, 0.00, 0.00, 0.00, 0.00, 0.00, 0.00, 0.00, 0.00, 0.00, 0.00, 0.00, 0.00, 0.00, 0.00, 0.00, 0.00, 0.00, 0.00, 0.00, 0.00, 0.00, 0.00, 0.00, 0.00, 0.00, 0.00, 0.00, 0.00, 0.00, 0.00, 0.00, 0.00, 0.00, 0.00, 0.00, 0.00, 0.00, 0.00, 0.00, 0.00, 0.00, 0.00, 0.00, 0.00, 0.00, 0.00, 0.00, 0.00, 0.00, 0.00, 0.00, 0.00, 0.00, 0.00, 0.00, 0.03, 0.00, 0.00, 0.00, 0.00, 0.00, 0.00, 0.00, 0.00, 0.00, 0.00, 0.00, 0.00, 0.00, 0.00, 0.00, 0.00, 0.00, 0.00, 0.00, 0.00, 0.00, 0.00, 0.00, 0.00, 0.00, 0.00, 0.00, 0.00, 0.00, 0.00, 0.00, 0.00, 0.00, 0.00, 0.00, 0.00, 0.00, 0.00, 0.00, 0.00, 0.00, 0.00, 0.00, 0.00, 0.00, 0.00, 0.00, 0.00, 0.00, 0.00, 0.00, 0.00, 0.00, 0.00, 0.00, 0.00, 0.00, 0.00, 0.00, 0.00, 0.00, 0.00, 0.00, 0.00, 0.00, 0.00, 0.00, 0.00, 0.00]}